# 1
Below is a structure of composition C2H27HgO12 at a distorted geometry, with properties calculated with ωB97M-V/def2-TZVPD.

## Properties
Energy above the lowest of the compared OMol25 structures with the same formula, charge and spin in kJ/mol: 33.7
Gap between HOMO and LUMO in hartree: 0.2568
Net charge: +1
E_HOMO in eV: -12.6

Cartesian coordinates (Å):
Hg1 1.922 0.921 0.907
C1 -0.648 1.312 -0.880
C2 -0.418 -0.183 -1.048
O1 0.556 -0.577 -0.168
H1 -1.517 1.759 -1.396
H2 0.320 1.843 -1.143
H3 -0.738 1.609 0.172
H4 -0.116 -0.509 -2.064
H5 -1.337 -0.674 -0.746
O2 -1.458 3.945 1.439
H6 -1.883 3.359 1.998
H7 -1.723 4.817 1.751
O3 -0.372 -2.196 2.578
H8 -0.163 -2.611 1.763
H9 0.116 -2.680 3.266
O4 2.261 -1.655 -2.857
H10 3.167 -1.432 -2.773
H11 1.663 -0.991 -2.548
O5 -2.539 -0.660 1.368
H12 -1.833 -0.614 0.733
H13 -2.738 0.224 1.679
O6 -1.364 -3.627 -2.349
H14 -0.592 -3.988 -2.786
H15 -1.009 -3.278 -1.509
O7 3.491 -0.547 -0.103
H16 4.110 -0.915 0.510
H17 3.964 -0.519 -0.926
O8 -0.013 -3.072 0.019
H18 0.229 -2.145 -0.128
H19 0.801 -3.530 -0.268
O9 0.189 0.654 2.547
H20 -0.135 -0.235 2.643
H21 -0.578 1.273 2.560
O10 -4.681 -0.610 -0.380
H22 -4.505 -1.215 -1.093
H23 -3.895 -0.737 0.153
O11 2.713 2.053 -1.204
H24 2.091 2.472 -1.771
H25 3.597 2.172 -1.544
O12 1.179 3.237 1.072
H26 1.672 3.989 1.378
H27 0.215 3.558 1.148

Atom charges from the natural (NBO) analysis, given in e for atoms 1 to 8: 1.636, -0.621, -0.065, -0.982, 0.250, 0.165, 0.175, 0.162

# 2
Below is a cluster of 2 separate species, C3H7N in total at a distorted geometry, with properties calculated with ωB97M-V/def2-TZVPD.

## Properties
SMILES: C=C.C=N
Energy above the lowest of the compared OMol25 structures with the same formula, charge and spin in kJ/mol: 149.5
Gap between HOMO and LUMO in hartree: 0.4186
E_HOMO in eV: -10.1

Cartesian coordinates (Å):
C1 0.307 4.040 -1.459
C2 -0.035 3.812 -2.720
H1 -0.363 4.495 -0.745
H2 1.179 3.599 -1.000
H3 -0.919 4.322 -3.084
H4 0.607 3.342 -3.452
C3 -0.710 -4.109 2.029
N1 0.475 -3.693 2.019
H5 -1.184 -4.248 1.064
H6 -1.296 -4.416 2.897
H7 0.933 -3.702 2.930

Atom charges from the natural (NBO) analysis, given in e for atoms 1 to 8: -0.379, -0.386, 0.190, 0.188, 0.190, 0.197, -0.041, -0.591

# 3
Below is a cluster of 5 separate species, C23H61BO16P4 in total, with properties calculated with ωB97M-V/def2-TZVPD.

## Properties
SMILES: COP(=O)(OC)OC.COP(=O)(OC)OC.COP(=O)(OC)OC.COP(=O)(OC)OC.BCCCCCCCCCCC
Energy above the lowest of the compared OMol25 structures with the same formula, charge and spin in kJ/mol: 0.0
Gap between HOMO and LUMO in hartree: 0.4045
E_HOMO in eV: -10.6

Cartesian coordinates (Å):
C1 3.180 6.981 -1.287
O1 2.264 6.359 -0.372
P1 1.552 4.996 -0.776
O2 1.789 4.591 -2.160
O3 0.057 5.212 -0.322
C2 -0.713 6.224 -0.983
O4 1.987 3.937 0.307
C3 2.984 2.971 -0.068
H1 2.636 7.614 -1.986
H2 3.853 7.590 -0.689
H3 3.744 6.238 -1.846
H4 -0.549 6.208 -2.061
H5 -0.465 7.207 -0.583
H6 -1.757 6.000 -0.780
H7 3.978 3.418 -0.061
H8 2.774 2.566 -1.056
H9 2.941 2.176 0.672
C4 6.452 1.458 -5.873
O5 5.921 1.401 -4.541
P2 4.799 2.435 -4.085
O6 4.560 3.504 -5.055
O7 5.282 2.861 -2.641
C5 6.505 3.599 -2.551
O8 3.557 1.559 -3.672
C6 2.380 1.574 -4.496
H10 7.267 2.179 -5.918
H11 6.828 0.465 -6.102
H12 5.685 1.742 -6.591
H13 6.543 4.379 -3.312
H14 7.357 2.928 -2.661
H15 6.527 4.056 -1.566
H16 2.551 1.013 -5.414
H17 2.093 2.597 -4.729
H18 1.596 1.094 -3.916
C7 -2.739 -6.690 2.655
O9 -1.713 -7.570 3.139
P3 -0.722 -7.087 4.284
O10 -0.868 -5.671 4.626
O11 0.687 -7.560 3.753
C8 1.137 -6.963 2.532
O12 -0.899 -8.112 5.468
C9 -1.604 -7.701 6.648
H19 -2.337 -6.046 1.873
H20 -3.524 -7.320 2.243
H21 -3.139 -6.071 3.456
H22 0.932 -5.890 2.533
H23 0.644 -7.436 1.682
H24 2.210 -7.124 2.467
H25 -2.675 -7.651 6.454
H26 -1.248 -6.732 6.991
H27 -1.407 -8.459 7.401
C10 -3.272 3.650 1.519
O13 -4.430 4.056 2.265
P4 -5.587 4.867 1.539
O14 -5.231 5.316 0.191
O15 -5.963 5.975 2.596
C11 -4.964 6.955 2.907
O16 -6.878 3.970 1.654
C12 -7.358 3.283 0.489
H28 -2.550 4.465 1.482
H29 -2.836 2.802 2.041
H30 -3.536 3.361 0.504
H31 -4.480 7.316 1.999
H32 -4.223 6.530 3.584
H33 -5.475 7.779 3.395
H34 -6.717 2.432 0.257
H35 -7.398 3.955 -0.365
H36 -8.355 2.928 0.732
B1 0.973 -4.730 -0.101
C13 2.419 -4.182 0.042
C14 2.593 -2.815 0.737
C15 2.911 -1.695 -0.246
C16 1.891 -1.525 -1.380
C17 0.849 -0.409 -1.177
C18 0.249 -0.281 0.220
C19 -0.899 -1.235 0.544
C20 -2.081 -1.198 -0.415
C21 -3.220 -2.117 0.058
C22 -3.235 -3.451 -0.685
C23 -4.271 -4.442 -0.136
H37 0.113 -4.298 0.606
H38 0.744 -5.591 -0.897
H39 2.983 -4.952 0.584
H40 2.869 -4.153 -0.956
H41 1.696 -2.569 1.308
H42 3.407 -2.886 1.461
H43 2.974 -0.746 0.293
H44 3.905 -1.863 -0.665
H45 2.435 -1.289 -2.296
H46 1.378 -2.469 -1.591
H47 1.315 0.541 -1.448
H48 0.057 -0.569 -1.909
H49 -0.137 0.738 0.319
H50 1.012 -0.387 0.992
H51 -1.265 -0.978 1.542
H52 -0.539 -2.266 0.616
H53 -1.760 -1.548 -1.398
H54 -2.435 -0.171 -0.533
H55 -3.075 -2.333 1.120
H56 -4.191 -1.636 -0.060
H57 -3.441 -3.245 -1.737
H58 -2.231 -3.880 -0.651
H59 -3.796 -5.287 0.358
H60 -4.916 -4.824 -0.924
H61 -4.921 -3.948 0.587

Atom charges from the Löwdin analysis, given in e for atoms 1 to 8: -0.083, -0.211, 0.333, -0.220, -0.211, -0.080, -0.200, -0.077

# 4
Below is a cluster of 8 separate species, C24H54Cl12N2 in total at a distorted geometry, with properties calculated with ωB97M-V/def2-TZVPD.

## Properties
SMILES: CCN(CC)CC.CCN(CC)CC.ClCCCl.ClCCCl.ClCCCl.ClCCCl.ClCCCl.ClCCCl
Energy above the lowest of the compared OMol25 structures with the same formula, charge and spin in kJ/mol: 34.9
Gap between HOMO and LUMO in hartree: 0.2983
E_HOMO in eV: -7.7

Cartesian coordinates (Å):
C1 20.845 23.918 30.178
C2 19.741 22.881 29.596
N1 19.541 21.646 30.469
C3 18.933 21.743 31.676
C4 18.254 22.806 32.113
C5 18.828 20.627 29.687
C6 19.451 19.222 30.052
H1 20.629 23.806 31.339
H2 20.654 24.935 29.705
H3 21.823 23.630 30.045
H4 20.153 22.780 28.512
H5 18.875 23.211 29.528
H6 19.819 21.930 32.176
H7 18.725 20.686 31.983
H8 18.378 23.685 31.597
H9 18.415 23.381 33.039
H10 17.165 22.696 31.837
H11 18.907 20.648 28.599
H12 17.815 20.257 29.965
H13 19.202 18.919 31.001
H14 20.557 19.367 29.845
H15 19.011 18.186 29.576
C7 23.697 17.827 22.706
C8 22.474 18.270 21.914
N2 21.151 18.040 22.737
C9 20.131 18.888 22.388
C10 19.896 19.084 21.000
C11 20.766 16.604 22.645
C12 19.993 16.120 23.771
H16 24.594 18.223 22.362
H17 24.030 16.832 22.595
H18 23.622 18.360 23.710
H19 22.612 17.818 21.047
H20 22.744 19.281 21.657
H21 20.533 19.887 22.765
H22 19.211 18.897 23.051
H23 20.533 18.941 20.229
H24 19.492 20.271 21.027
H25 19.030 18.538 20.561
H26 21.544 15.965 22.639
H27 20.102 16.404 21.754
H28 19.512 15.072 23.909
H29 19.041 16.815 23.771
H30 20.368 16.263 24.838
Cl1 15.732 14.444 26.419
C13 15.611 13.634 24.856
C14 17.017 13.461 24.122
Cl2 18.116 12.731 25.297
H31 14.938 14.220 24.153
H32 15.212 12.604 25.111
H33 17.320 14.503 23.941
H34 16.940 12.756 23.319
Cl3 13.268 16.197 29.542
C15 14.483 15.319 30.548
C16 14.978 16.432 31.525
Cl4 15.853 17.694 30.755
H35 15.404 14.738 30.167
H36 14.074 14.609 31.072
H37 15.606 15.797 32.299
H38 14.286 16.788 32.184
Cl5 20.437 11.173 29.521
C17 18.954 10.253 29.597
C18 18.029 10.704 28.416
Cl6 18.403 9.795 26.946
H39 18.695 10.553 30.567
H40 19.302 9.273 29.507
H41 18.083 11.759 28.252
H42 17.051 10.697 28.722
Cl7 21.636 16.985 33.093
C19 23.117 16.558 32.199
C20 23.232 15.029 32.160
Cl8 22.000 14.158 31.209
H43 23.995 17.026 32.624
H44 23.124 17.058 31.014
H45 23.339 14.705 33.212
H46 24.334 14.664 31.927
Cl9 17.984 14.463 29.287
C21 19.606 14.427 28.399
C22 19.826 15.839 27.918
Cl10 21.449 16.053 27.363
H47 19.538 13.804 27.578
H48 20.436 14.028 28.981
H49 19.628 16.489 28.797
H50 19.034 15.916 27.066
Cl11 18.086 18.555 26.248
C23 16.368 18.542 26.278
C24 15.659 19.301 27.255
Cl12 15.947 20.988 27.043
H51 15.877 17.580 26.487
H52 15.561 18.644 25.231
H53 16.217 19.078 28.187
H54 14.655 19.055 27.372

Atom charges from the Löwdin analysis, given in e for atoms 1 to 8: -0.051, -0.158, -0.155, -0.401, -0.136, -0.255, -0.104, 0.095